Density functional theory data (the ωB97M-V functional and the def2-TZVPD basis) for a cluster of 4 separate species, H8O4 in total.

```
12
Properties=species:S:1:pos:R:3
O -0.80456 -0.62490 0.13590
H -0.24440 -0.69410 -0.63719
H -0.53785 0.19434 0.55296
O 1.50700 0.72656 -1.46642
H 1.53261 1.02844 -0.55843
H 2.41316 0.49244 -1.66714
O 0.06246 2.15258 0.76937
H -0.24653 2.72464 0.06688
H 0.18974 2.73724 1.51650
O -1.58214 -3.05050 0.64934
H -0.86062 -3.54226 0.25713
H -1.42885 -2.14453 0.38111
```

The calculation puts the orbital gap (alpha / beta) at 11.33 / 3.92 eV. The energy above the lowest of the compared OMol25 structures with the same formula, charge and spin comes out at 7.98 kcal per mole. As for the spin multiplicity: 2. The value obtained for the electronic energy is -8309.12539 eV. As for the charge: +1.


Density functional theory data (the ωB97M-V functional and the def2-TZVPD basis) for a cluster of 4 separate species, H8O4 in total.

```
12
Properties=species:S:1:pos:R:3
O -1.67597 -0.09306 0.60394
H -1.27221 0.36622 1.34033
H -2.58980 -0.20789 0.86465
O 2.55734 2.26320 -0.24672
H 2.00533 1.59000 -0.64460
H 3.05125 2.63220 -0.97893
O -0.75165 -2.64482 0.72128
H -1.31742 -1.90769 0.49156
H -0.74209 -2.65083 1.67841
O 0.55150 0.44954 -1.20708
H -0.30228 0.46113 -0.77447
H 0.48599 -0.25802 -1.84841
```

The calculation puts the orbital gap (alpha / beta) at 13.49 / 2.70 eV. The energy above the lowest of the compared OMol25 structures with the same formula, charge and spin comes out at 20.23 kcal per mole. As for the spin multiplicity: 2. The value obtained for the electronic energy is -8308.59438 eV. As for the charge: +1.


Density functional theory data (the ωB97M-V functional and the def2-TZVPD basis) for a cluster of 2 separate species, H8Si3 in total.

```
11
Properties=species:S:1:pos:R:3
Si -1.66322 2.70863 1.20016
Si 1.66752 -2.71690 -1.12982
Si 0.04000 -1.30890 -0.37140
H -2.32226 3.37226 2.32334
H -1.07706 3.71789 0.32030
H -2.63284 1.90492 0.46132
H 1.29159 -3.04781 -2.51994
H 1.49975 -3.96926 -0.37062
H 3.12830 -2.55608 -1.20029
H -0.60224 1.84517 1.70609
H 0.67046 0.05008 -0.41916
```

The calculation puts the orbital gap at 7.10 eV. The energy above the lowest of the compared OMol25 structures with the same formula, charge and spin comes out at 37.20 kcal per mole. The value obtained for the electronic energy is -23758.42682 eV.


Density functional theory data (the ωB97M-V functional and the def2-TZVPD basis) for a structure of composition H9LiO5.

```
15
Properties=species:S:1:pos:R:3
Li 0.04760 0.60340 -0.20273
O 0.28360 -1.07860 -1.33373
H 0.84960 -0.62460 -2.06173
O -0.49540 -3.07860 0.31527
H -0.08240 -2.33560 -0.23673
H 0.27460 -3.45660 0.38627
O 1.74960 1.76440 -0.36073
H 1.72360 2.73540 -0.71673
H 2.06460 1.67540 0.57227
O -1.33940 2.21140 -0.41873
H -1.38840 2.13940 -1.38373
H -2.20940 1.90540 -0.07973
O -0.48140 -0.35360 1.78827
H -1.18540 -1.07060 1.76127
H 0.18860 -1.03660 1.97127
```

The calculation puts the orbital gap at 7.70 eV. The energy above the lowest of the compared OMol25 structures with the same formula, charge and spin comes out at 9.78 kcal per mole. The value obtained for the electronic energy is -10589.06167 eV.


Density functional theory data (the ωB97M-V functional and the def2-TZVPD basis) for a cluster of 4 separate species, H9O4 in total.

```
13
Properties=species:S:1:pos:R:3
O 1.01948 -0.19854 1.04565
H 1.53991 0.27996 0.28724
H 0.50114 -0.87929 0.34756
H 0.19932 0.54899 1.44633
O -1.33531 1.01470 1.61904
H -1.71237 0.37891 1.13690
H -2.05562 1.05363 2.42738
O -0.03601 -1.91733 -0.54837
H -0.07950 -2.89277 -0.18446
H -0.22413 -1.90526 -1.48379
O 0.79558 1.28434 -1.70524
H 0.19352 1.97995 -1.80337
H 1.19397 1.25271 -2.58487
```

The calculation puts the orbital gap at 12.37 eV. The energy above the lowest of the compared OMol25 structures with the same formula, charge and spin comes out at 42.52 kcal per mole. The value obtained for the electronic energy is -8328.28124 eV. As for the charge: +1.


Density functional theory data (the ωB97M-V functional and the def2-TZVPD basis) for a cluster of 4 separate species, H9O4 in total.

```
13
Properties=species:S:1:pos:R:3
O 0.67926 0.22449 -0.34102
H 1.22577 -0.56740 -0.02182
H -0.27922 0.01517 0.20229
H 0.78830 1.04637 0.27695
O -0.17051 2.39559 0.43791
H -1.08461 2.50391 0.57204
H 0.13534 3.23990 0.13582
O -1.59052 -0.27979 0.55128
H -2.08497 -0.21939 1.30086
H -2.33813 -0.45596 -0.11700
O 1.21063 -2.30516 -0.72416
H 1.00315 -3.23367 -0.23793
H 1.60352 -2.60990 -1.50328
```

The calculation puts the orbital gap at 12.47 eV. The energy above the lowest of the compared OMol25 structures with the same formula, charge and spin comes out at 35.07 kcal per mole. The value obtained for the electronic energy is -8328.60417 eV. As for the charge: +1.


Density functional theory data (the ωB97M-V functional and the def2-TZVPD basis) for a cluster of 4 separate species, H9O4 in total.

```
13
Properties=species:S:1:pos:R:3
O 0.40824 0.55092 0.15631
H -0.63548 0.59361 0.11166
H 0.63179 -0.27280 0.87120
H 0.66018 0.25650 -0.84817
O 1.55444 -0.62594 -1.93269
H 1.25849 -1.00568 -2.76136
H 2.47476 -0.27660 -2.12247
O 0.17024 -1.00936 2.55697
H -0.47692 -1.69222 2.26338
H -0.01585 -0.64258 3.43255
O -2.00988 1.10666 -0.65712
H -1.92269 1.98531 -1.03803
H -2.95860 0.87622 -0.89653
```

The calculation puts the orbital gap at 12.77 eV. The energy above the lowest of the compared OMol25 structures with the same formula, charge and spin comes out at 22.78 kcal per mole. The value obtained for the electronic energy is -8329.13731 eV. As for the charge: +1.


Density functional theory data (the ωB97M-V functional and the def2-TZVPD basis) for a cluster of 5 separate species, H9O4S in total.

```
14
Properties=species:S:1:pos:R:3
S 0.51380 -1.10481 -0.57042
H 0.90768 -2.25099 -1.19983
H 0.68216 -0.55607 1.74540
H 1.90724 -0.89088 2.58598
O 0.95141 -0.67635 2.68590
H -4.26930 1.51802 -0.63117
H -3.31699 1.92485 -1.81370
O -4.24085 1.92543 -1.48428
H 3.75401 -0.26977 0.88686
H 3.11289 -1.33201 0.17122
O 3.65397 -1.21569 0.96316
H -0.72367 0.55458 -1.52287
H -1.43563 1.25699 -0.43675
O -1.49673 1.11670 -1.37950
```

The calculation puts the orbital gap at 7.69 eV. The energy above the lowest of the compared OMol25 structures with the same formula, charge and spin comes out at 17.42 kcal per mole. The value obtained for the electronic energy is -19173.35478 eV. As for the charge: -1.


Density functional theory data (the ωB97M-V functional and the def2-TZVPD basis) for a cluster of 5 separate species, H9O4S in total.

```
14
Properties=species:S:1:pos:R:3
S 1.45062 2.10936 1.66367
H 2.72483 2.46344 1.43714
H -1.02600 1.10465 -0.81888
H -0.42198 -0.23928 -0.70345
O -1.24024 0.19169 -1.03801
H 1.01678 -2.59537 -1.61023
H -0.14667 -3.57326 -1.48638
O 0.73632 -3.48709 -1.84953
H -2.80254 -0.33961 -0.12554
H -3.85129 -1.28973 0.55566
O -3.67908 -0.38516 0.29219
H 1.51056 0.88287 -0.53724
H 1.54153 -0.12806 0.51363
O 1.52884 -0.08744 -0.45984
```

The calculation puts the orbital gap at 6.75 eV. The energy above the lowest of the compared OMol25 structures with the same formula, charge and spin comes out at 19.37 kcal per mole. The value obtained for the electronic energy is -19173.27034 eV. As for the charge: -1.


Density functional theory data (the ωB97M-V functional and the def2-TZVPD basis) for a structure of composition HIN3P3.

```
8
Properties=species:S:1:pos:R:3
N 1.67549 -0.50750 -0.38146
N 0.68948 -0.03781 1.93629
N -0.63225 0.39569 -0.77367
P 0.94024 0.47606 -1.31011
P 1.78497 -0.86516 1.25908
P -1.24143 0.07841 0.82180
I -1.78128 1.88219 -2.01841
H -1.43521 -1.42188 0.46647
```

The calculation puts the orbital gap at 7.03 eV. The energy above the lowest of the compared OMol25 structures with the same formula, charge and spin comes out at 77.51 kcal per mole. The value obtained for the electronic energy is -40450.78656 eV.


Density functional theory data (the ωB97M-V functional and the def2-TZVPD basis) for a cluster of 2 separate species, HN2O3S in total.

```
7
Properties=species:S:1:pos:R:3
N 0.22178 1.64421 0.31647
N -0.68152 1.07326 -0.03157
O -1.86023 1.08295 -0.13579
O -0.90570 -1.78100 0.76304
O 1.79139 -0.83160 -0.23266
S -0.25640 -1.26328 -0.43967
H 1.69068 0.07546 -0.23983
```

The calculation puts the orbital gap (alpha / beta) at 6.98 / 6.98 eV. The energy above the lowest of the compared OMol25 structures with the same formula, charge and spin comes out at 121.81 kcal per mole. The value obtained for the electronic energy is -19971.03574 eV. As for the charge: -1.


Density functional theory data (the ωB97M-V functional and the def2-TZVPD basis) for a cluster of 2 separate species, HN2O5S in total.

```
9
Properties=species:S:1:pos:R:3
N -1.67743 -0.80128 -0.04444
N -0.94721 -1.62411 0.20928
O -2.58060 -0.10116 -0.16716
O 1.35350 -0.70799 -0.41587
O 1.60794 1.88298 -0.49467
O 0.54893 0.66533 1.36217
O -0.44633 0.82254 -0.89721
S 0.73596 0.81920 -0.07206
H 1.40525 -0.95552 0.51996
```

The calculation puts the orbital gap at 9.47 eV. The energy above the lowest of the compared OMol25 structures with the same formula, charge and spin comes out at 0.10 kcal per mole. The value obtained for the electronic energy is -24068.87403 eV. As for the charge: -1.


Copy entry 4 word for word.
Density functional theory data (the ωB97M-V functional and the def2-TZVPD basis) for a structure of composition H9LiO5.

```
15
Properties=species:S:1:pos:R:3
Li 0.04760 0.60340 -0.20273
O 0.28360 -1.07860 -1.33373
H 0.84960 -0.62460 -2.06173
O -0.49540 -3.07860 0.31527
H -0.08240 -2.33560 -0.23673
H 0.27460 -3.45660 0.38627
O 1.74960 1.76440 -0.36073
H 1.72360 2.73540 -0.71673
H 2.06460 1.67540 0.57227
O -1.33940 2.21140 -0.41873
H -1.38840 2.13940 -1.38373
H -2.20940 1.90540 -0.07973
O -0.48140 -0.35360 1.78827
H -1.18540 -1.07060 1.76127
H 0.18860 -1.03660 1.97127
```

The calculation puts the orbital gap at 7.70 eV. The energy above the lowest of the compared OMol25 structures with the same formula, charge and spin comes out at 9.78 kcal per mole. The value obtained for the electronic energy is -10589.06167 eV.


What is the electronic energy in the fourth record? -10589.06167 eV


The lowest electronic energy belongs to which entry? HIN3P3